DFT (wB97M-V/def2-TZVPD) results for 2 unconnected molecules or ions with the total composition C3H13N2O in a non-equilibrium geometry.

- LUMO energy (spin up / spin down) (eV) = -7.73 / -13.86
- orbital gap (spin up / spin down) (eV) = 11.6 / 5.5
- 2S+1 = 2
- net charge = +2
- total energy (eV) = -8328.3288
- relative energy (zero: lowest compared OMol25 entry of this formula, charge and spin) (kJ/mol) = 248.45
- <S²> = 0.754

```
19
C3H13N2O wB97M-V/def2-TZVPD
C -0.658 -0.852 -1.016
C 0.481 0.229 -1.156
C 1.226 0.399 0.128
N 1.482 -1.002 0.792
N -1.131 -0.978 0.350
H -0.122 -1.854 -1.338
H -1.430 -0.646 -1.772
H 1.224 -0.299 -1.789
H 0.110 1.249 -1.544
H 2.222 0.879 0.039
H 0.796 0.989 0.968
H 1.655 -1.679 0.051
H 0.627 -1.132 1.381
H 2.544 -1.034 1.425
H -1.883 -1.716 0.366
H -1.598 -0.106 0.624
H -1.844 2.665 1.572
H -2.171 2.650 0.155
O -1.530 2.239 0.763
```

---

DFT (wB97M-V/def2-TZVPD) results for 3 unconnected molecules or ions with the total composition C3H13N2O3 in a non-equilibrium geometry.

- LUMO energy (eV) = 3.84
- orbital gap (eV) = 7.3
- net charge = -1
- total energy (eV) = -12443.4734
- relative energy (zero: lowest compared OMol25 entry of this formula, charge and spin) (kJ/mol) = 156.51

```
21
C3H13N2O3 wB97M-V/def2-TZVPD
C -0.387 -1.302 -0.646
N 0.062 -0.401 0.440
C 1.319 0.360 0.064
O 2.493 -0.168 0.359
C -2.004 -1.301 -0.903
N -2.707 -1.117 0.353
H -0.049 -1.039 -1.635
H -0.257 -2.359 -0.416
H -0.113 -1.089 1.248
H 1.281 0.329 -1.015
H 1.250 1.342 0.654
H -2.309 -0.490 -1.581
H -2.031 -2.132 -1.503
H -3.032 -1.862 0.958
H -2.196 -0.433 0.959
H -1.083 1.517 -0.083
H -0.547 2.959 -0.281
O -1.234 2.362 -0.521
H 3.307 0.977 1.239
H 4.438 1.988 0.799
O 3.799 1.861 1.511
```

---

DFT (wB97M-V/def2-TZVPD) results for 3 unconnected molecules or ions with the total composition C3H13N2O3 in a non-equilibrium geometry.

- LUMO energy (eV) = -3.06
- orbital gap (eV) = 10.9
- net charge = +1
- total energy (eV) = -12438.5476
- relative energy (zero: lowest compared OMol25 entry of this formula, charge and spin) (kJ/mol) = 108.49

```
21
C3H13N2O3 wB97M-V/def2-TZVPD
O 2.417 -1.119 -0.346
C 1.567 -0.405 -0.840
N 1.089 -0.527 -2.093
C 1.015 0.630 0.139
N 0.432 -0.008 1.313
C 1.018 0.253 2.637
H 1.082 -1.445 -2.511
H 0.369 0.068 -2.464
H 1.865 1.297 0.355
H 0.262 1.353 -0.256
H 0.475 -1.038 1.167
H -0.612 0.019 1.326
H 0.379 -0.218 3.403
H 1.010 1.329 2.871
H 2.069 -0.058 2.711
H -2.488 1.555 -2.157
H -3.636 0.368 -2.299
O -2.790 0.665 -1.932
H -2.117 -1.558 0.017
H -1.938 -0.295 -0.853
O -1.468 -0.866 -0.188
```

---

DFT (wB97M-V/def2-TZVPD) results for 3 unconnected molecules or ions with the total composition C3H13N2O3S in a non-equilibrium geometry.

- LUMO energy (eV) = -2.94
- orbital gap (eV) = 10.3
- net charge = +1
- total energy (eV) = -23273.6857
- relative energy (zero: lowest compared OMol25 entry of this formula, charge and spin) (kJ/mol) = 60.45

```
22
C3H13N2O3S wB97M-V/def2-TZVPD
N 0.383 0.526 -0.668
C -0.387 0.202 0.610
C 0.525 0.730 1.693
S 0.383 2.650 1.522
C -0.384 -1.332 0.871
N -0.893 -1.691 2.106
O 0.123 -2.103 0.098
H 0.031 -0.133 -1.379
H 0.319 1.531 -0.812
H 1.349 0.192 -0.404
H -1.322 0.737 0.728
H 0.330 0.539 2.743
H 1.555 0.320 1.642
H 1.333 2.883 2.386
H -0.942 -2.692 2.216
H -1.461 -1.060 2.626
H 1.281 -0.524 -3.532
H 2.288 -1.165 -2.705
O 1.650 -0.435 -2.641
H -2.302 0.975 -2.062
H -2.068 -0.310 -2.916
O -1.791 0.159 -2.122
```

---

DFT (wB97M-V/def2-TZVPD) results for 2 unconnected molecules or ions with the total composition C3H13N2OS in a non-equilibrium geometry.

- LUMO energy (eV) = -2.96
- orbital gap (eV) = 9.9
- net charge = +1
- total energy (eV) = -19178.8670
- relative energy (zero: lowest compared OMol25 entry of this formula, charge and spin) (kJ/mol) = 9.53

```
20
C3H13N2OS wB97M-V/def2-TZVPD
N -0.157 -0.742 0.912
C 0.129 0.390 -0.078
C -1.174 0.931 -0.618
S -1.855 -0.015 -2.012
C 0.973 1.382 0.672
N 2.155 0.715 1.197
H -0.707 -1.507 0.497
H 0.768 -1.082 1.193
H -0.579 -0.399 1.784
H 0.693 -0.145 -0.841
H -1.914 0.996 0.183
H -0.994 1.955 -0.961
H -2.261 1.037 -2.720
H 0.431 1.879 1.468
H 1.200 2.194 -0.031
H 2.591 1.256 1.929
H 2.798 0.424 0.477
H -1.277 -3.080 -1.565
H 0.019 -3.314 -0.762
O -0.839 -2.874 -0.727
```

---

DFT (wB97M-V/def2-TZVPD) results for a molecular structure, C3H13N2OSn in a non-equilibrium geometry.

- LUMO energy (eV) = 3.24
- orbital gap (eV) = 3.6
- net charge = -1
- total energy (eV) = -14175.6217
- relative energy (zero: lowest compared OMol25 entry of this formula, charge and spin) (kJ/mol) = 108.34

```
20
C3H13N2OSn wB97M-V/def2-TZVPD
C 0.614 -1.884 -2.746
Sn 0.749 -0.741 -1.066
N -1.386 0.573 -1.778
H 1.689 -1.067 0.379
H -0.450 -1.777 -1.305
H 1.175 -2.788 -2.392
H 1.220 -1.153 -3.318
H -0.356 -2.119 -3.279
H -1.195 1.572 -1.641
H -2.194 0.351 -1.195
H -1.669 0.433 -2.780
C 1.268 0.807 2.202
C -0.183 0.782 1.882
N -0.955 1.304 2.849
O -0.727 0.327 0.849
H 1.453 1.366 3.120
H 1.850 1.265 1.404
H 1.638 -0.201 2.376
H -1.975 1.361 2.736
H -0.567 1.589 3.703
```

---

DFT (wB97M-V/def2-TZVPD) results for 2 unconnected molecules or ions with the total composition C3H13N3 in a non-equilibrium geometry.

- LUMO energy (spin up / spin down) (eV) = 3.94 / 4.21
- orbital gap (spin up / spin down) (eV) = 2.4 / 9.4
- 2S+1 = 2
- net charge = -1
- total energy (eV) = -7789.9163
- relative energy (zero: lowest compared OMol25 entry of this formula, charge and spin) (kJ/mol) = 38.82
- <S²> = 0.750

```
19
C3H13N3 wB97M-V/def2-TZVPD
C 1.460 -0.133 1.287
N 1.695 1.133 0.597
C 2.207 0.889 -0.763
H 1.015 -0.858 0.631
H 2.406 -0.528 1.683
H 0.762 0.018 2.114
H 2.468 1.565 1.093
H 3.170 0.397 -0.728
H 2.356 1.851 -1.255
H 1.516 0.245 -1.301
N -2.353 -1.863 -0.256
C -2.094 -0.485 0.118
N -1.693 0.345 -1.037
H -3.306 -1.909 -0.616
H -1.780 -2.104 -1.053
H -2.957 -0.123 0.682
H -1.289 -0.405 0.832
H -1.082 1.075 -0.682
H -2.502 0.889 -1.346
```

---

DFT (wB97M-V/def2-TZVPD) results for 3 unconnected molecules or ions with the total composition C3H13N3 in a non-equilibrium geometry.

- LUMO energy (eV) = 0.44
- orbital gap (eV) = 9.2
- structure (SMILES) = [H]/N=N\[H].CCC.N
- total energy (eV) = -7788.8786
- relative energy (zero: lowest compared OMol25 entry of this formula, charge and spin) (kJ/mol) = 303.50

```
19
C3H13N3 wB97M-V/def2-TZVPD
H -2.131 -2.147 -1.474
N -1.196 -1.763 -1.248
N -0.511 -2.451 -0.479
H -0.692 -3.471 -0.444
C 0.327 2.138 0.253
C 0.946 1.022 -0.584
C 2.094 0.334 0.147
H -0.024 1.751 1.210
H 1.058 2.921 0.459
H -0.523 2.585 -0.261
H 1.313 1.438 -1.526
H 0.183 0.283 -0.829
H 1.749 -0.086 1.091
H 2.896 1.039 0.366
H 2.507 -0.476 -0.454
N -2.047 -0.791 0.792
H -1.122 -1.525 0.906
H -2.851 -1.020 1.372
H -1.976 0.218 0.701
```

---

DFT (wB97M-V/def2-TZVPD) results for 2 unconnected molecules or ions with the total composition C3H13N3 in a non-equilibrium geometry.

- LUMO energy (spin up / spin down) (eV) = -3.56 / -8.87
- orbital gap (spin up / spin down) (eV) = 9.6 / 4.2
- 2S+1 = 2
- net charge = +1
- total energy (eV) = -7781.7711
- relative energy (zero: lowest compared OMol25 entry of this formula, charge and spin) (kJ/mol) = 188.75
- <S²> = 0.758

```
19
C3H13N3 wB97M-V/def2-TZVPD
C 2.125 1.734 -0.065
C 2.181 0.261 0.469
N 1.443 -0.650 -0.455
H 2.603 1.898 -1.069
H 2.704 2.344 0.585
H 1.158 2.092 -0.037
H 1.690 0.208 1.553
H 3.232 -0.019 0.613
H 2.013 -0.923 -1.223
H 0.711 -0.063 -0.785
N -2.835 -1.164 -1.190
C -2.163 -1.321 0.170
N -1.825 -0.184 0.893
H -2.254 -0.489 -1.700
H -3.676 -0.551 -0.856
H -1.193 -1.915 -0.120
H -2.801 -1.822 0.876
H -1.974 0.151 1.812
H -1.137 0.414 0.529
```

---

DFT (wB97M-V/def2-TZVPD) results for 2 unconnected molecules or ions with the total composition C3H13N3O in a non-equilibrium geometry.

- LUMO energy (spin up / spin down) (eV) = 3.45 / 3.33
- orbital gap (spin up / spin down) (eV) = 2.3 / 8.6
- 2S+1 = 2
- net charge = -1
- total energy (eV) = -9835.8656
- relative energy (zero: lowest compared OMol25 entry of this formula, charge and spin) (kJ/mol) = 238.39
- <S²> = 0.750

```
20
C3H13N3O wB97M-V/def2-TZVPD
C -0.016 -1.106 -0.021
N -1.396 -1.091 0.191
C -2.160 -0.504 -0.889
N -3.567 -0.604 -1.044
C 0.655 0.268 0.272
N 0.212 1.002 1.451
H 0.342 -1.906 0.563
H 0.178 -1.344 -1.164
H -1.662 -0.327 1.035
H -1.747 0.456 -1.006
H -1.626 -1.139 -1.627
H -4.047 -0.739 -0.154
H -3.800 -1.031 -1.973
H 0.754 0.969 -0.615
H 1.708 -0.025 0.594
H -0.752 1.034 1.823
H 0.908 1.085 2.144
H 4.991 2.426 -0.212
H 4.621 0.965 0.307
O 5.314 1.560 -0.009
```

---

DFT (wB97M-V/def2-TZVPD) results for 3 unconnected molecules or ions with the total composition C3H13N3O in a non-equilibrium geometry.

- LUMO energy (spin up / spin down) (eV) = 0.87 / 0.87
- orbital gap (spin up / spin down) (eV) = 8.4 / 8.4
- total energy (eV) = -9833.5796
- relative energy (zero: lowest compared OMol25 entry of this formula, charge and spin) (kJ/mol) = 648.68

```
20
C3H13N3O wB97M-V/def2-TZVPD
C -1.342 0.934 -0.088
C -2.771 0.446 -0.330
N -0.635 0.188 0.953
H -0.477 -0.793 0.705
H -1.065 0.288 1.868
H -1.347 1.991 0.195
H -0.746 0.830 -0.993
H -3.388 0.557 0.566
H -3.237 1.017 -1.136
H -2.773 -0.607 -0.619
C 1.485 0.669 0.869
N 1.278 -0.614 -0.800
N 2.595 -0.714 -1.113
O 0.840 -1.928 -0.086
H 0.432 -2.431 -0.803
H 3.196 -1.026 -0.344
H 2.781 -1.267 -1.947
H 1.104 1.352 1.621
H 2.029 1.226 0.119
H 2.041 -0.121 1.362
```

---

DFT (wB97M-V/def2-TZVPD) results for 2 unconnected molecules or ions with the total composition C3H13N3O in a non-equilibrium geometry.

- LUMO energy (eV) = 0.78
- orbital gap (eV) = 9.4
- structure (SMILES) = NCCNCN.O
- total energy (eV) = -9838.8615
- relative energy (zero: lowest compared OMol25 entry of this formula, charge and spin) (kJ/mol) = 139.06

```
20
C3H13N3O wB97M-V/def2-TZVPD
N -1.518 -0.994 -2.325
C -0.249 -1.099 -1.578
C -0.480 -0.931 -0.070
N -0.305 0.444 0.391
C 0.172 0.581 1.716
N -0.627 -0.138 2.730
H -1.799 -0.033 -2.441
H -1.480 -1.445 -3.224
H 0.445 -0.324 -1.903
H 0.146 -2.088 -1.755
H -1.444 -1.321 0.152
H 0.289 -1.496 0.459
H -0.811 1.234 0.042
H 0.157 1.654 1.926
H 1.201 0.252 1.892
H -1.612 -0.194 2.518
H -0.509 0.320 3.618
O 2.878 1.525 -0.513
H 3.478 2.008 -1.107
H 2.067 2.047 -0.527
```